No. 1
{"formula": "C2H3N3O2", "method": "ωB97M-V/def2-TZVPD", "elements": ["C", "C", "N", "N", "N", "O", "O", "H", "H", "H"], "coordinates": [[-1.84, 0.42, 0.05], [0.35, -1.14, -0.06], [-2.87, 0.27, 0.55], [1.39, -0.60, 0.52], [-0.83, 0.45, -0.77], [-0.20, -2.18, -0.13], [-0.02, 1.54, -0.57], [1.49, 0.38, 0.83], [2.18, -1.08, 0.91], [0.35, 1.94, -1.32]], "homo_energy_ev": [-6.2, -10.9], "e_tot_ev": -10681.031, "relative_energy_kcal_mol": 52.88, "orbital_gap_ev": [6.42, 8.33], "fmax_ev_per_a": 4.11, "lumo_ev": [0.24, -2.60], "multiplicity": 3}

No. 2
{"formula": "C2H3N3O3", "method": "ωB97M-V/def2-TZVPD", "elements": ["C", "C", "H", "H", "H", "N", "N", "N", "O", "O", "O"], "coordinates": [[-0.62, -0.66, 0.13], [1.39, -0.28, -0.01], [-2.56, -0.37, 0.54], [1.25, 1.38, 1.38], [-1.50, 2.49, -0.65], [0.42, -1.16, -0.42], [0.86, 1.03, 0.26], [-0.57, 0.71, 0.37], [-1.93, -1.20, 0.22], [2.60, -0.18, -0.13], [-1.52, 1.14, -0.53]], "homo_energy_ev": -9.5, "e_tot_ev": -12728.924, "relative_energy_kcal_mol": 116.08, "orbital_gap_ev": 8.49, "fmax_ev_per_a": 7.65, "lumo_ev": -1.01, "multiplicity": 1}

No. 3
{"formula": "C2H3N3OS", "method": "ωB97M-V/def2-TZVPD", "elements": ["C", "C", "N", "N", "N", "O", "S", "H", "H", "H"], "coordinates": [[1.04, 0.24, 1.10], [-0.22, -0.62, -1.09], [1.24, 1.55, 0.46], [0.45, 1.49, 1.43], [-1.19, -1.04, -1.84], [-0.25, 2.14, 2.16], [0.14, -1.22, 0.47], [1.89, -0.15, 1.83], [-1.71, -2.00, -1.85], [-1.39, -0.40, -2.68]], "homo_energy_ev": -8.4, "e_tot_ev": -19469.176, "relative_energy_kcal_mol": 136.30, "orbital_gap_ev": 8.75, "fmax_ev_per_a": 3.33, "lumo_ev": 0.38, "multiplicity": 1}

No. 4
{"formula": "C2H3N3OS", "method": "ωB97M-V/def2-TZVPD", "elements": ["C", "C", "N", "N", "N", "O", "S", "H", "H", "H"], "coordinates": [[-0.59, -1.00, 0.02], [0.54, -0.35, 0.15], [-2.46, 1.85, -0.30], [-1.96, 1.66, 0.67], [1.13, 0.36, -0.89], [1.38, -0.56, 1.27], [-1.97, -1.73, -0.33], [0.90, -1.04, 1.87], [0.88, 0.36, -1.81], [2.15, 0.43, -0.64]], "homo_energy_ev": -7.4, "e_tot_ev": -19474.184, "relative_energy_kcal_mol": 20.81, "orbital_gap_ev": 6.88, "fmax_ev_per_a": 5.02, "smiles": "NC(O)=C=S.N#N", "lumo_ev": -0.55, "multiplicity": 1}

No. 5
{"formula": "C2H3N3OS", "method": "ωB97M-V/def2-TZVPD", "elements": ["C", "C", "N", "N", "N", "O", "S", "H", "H", "H"], "coordinates": [[-0.38, 0.16, 0.07], [-2.76, -0.79, -0.34], [0.03, -0.09, 1.18], [0.21, -0.70, 2.20], [0.07, 0.90, -1.01], [-3.08, 0.23, -0.79], [-2.71, -2.22, 0.31], [-0.11, -0.04, 2.98], [-0.40, 0.97, -1.87], [0.97, 1.24, -1.24]], "homo_energy_ev": -8.9, "e_tot_ev": -19472.606, "relative_energy_kcal_mol": 57.20, "orbital_gap_ev": 9.23, "fmax_ev_per_a": 3.41, "lumo_ev": 0.34, "multiplicity": 1}

No. 6
{"formula": "C2H3N3S", "method": "ωB97M-V/def2-TZVPD", "elements": ["C", "C", "H", "H", "H", "N", "N", "N", "S"], "coordinates": [[-0.47, 0.39, -0.17], [-1.77, -0.25, -0.01], [2.04, -0.53, 1.37], [0.24, -1.54, -0.52], [0.52, 1.99, -0.11], [0.50, -0.52, -0.48], [-0.45, 1.66, -0.08], [-2.75, -0.87, 0.05], [2.14, -0.32, -0.04]], "homo_energy_ev": -10.4, "e_tot_ev": -17426.708, "relative_energy_kcal_mol": 25.10, "orbital_gap_ev": 10.50, "fmax_ev_per_a": 2.79, "smiles": "[H]/N=C(/C#N)NS", "lumo_ev": 0.09, "multiplicity": 1}

No. 7
{"formula": "C2H3N3S", "method": "ωB97M-V/def2-TZVPD", "elements": ["C", "C", "N", "N", "N", "S", "H", "H", "H"], "coordinates": [[1.20, -0.86, -0.65], [2.11, -0.07, -0.55], [-1.76, 0.32, 1.70], [-1.11, 0.74, -0.48], [-1.26, 0.21, 0.58], [-1.16, 0.66, -2.02], [0.28, -1.35, -0.67], [2.87, 0.54, -0.17], [-1.16, -0.18, 2.26]], "homo_energy_ev": [-8.6, -8.6], "e_tot_ev": -17421.568, "relative_energy_kcal_mol": 143.63, "orbital_gap_ev": [7.73, 7.73], "fmax_ev_per_a": 3.09, "smiles": "[H]/N=N/N=S.C#C", "lumo_ev": [-0.83, -0.83], "multiplicity": 1}

No. 8
{"formula": "C2H3N3S2", "method": "ωB97M-V/def2-TZVPD", "elements": ["C", "C", "H", "H", "H", "N", "N", "N", "S", "S"], "coordinates": [[0.16, -0.05, 0.27], [-0.01, 1.32, 0.01], [-2.71, 1.08, 0.61], [-0.99, -1.93, -0.03], [3.32, -1.26, -0.62], [-1.06, -0.81, 0.32], [1.25, -0.63, 0.26], [-0.31, 2.51, -0.06], [-2.42, -0.25, -0.44], [2.76, 0.03, -0.32]], "homo_energy_ev": -8.7, "e_tot_ev": -28259.078, "relative_energy_kcal_mol": 85.11, "orbital_gap_ev": 8.26, "fmax_ev_per_a": 9.15, "lumo_ev": -0.42, "multiplicity": 1}

Which formula does entry 2 have?
C2H3N3O3